Molecular formula: C49H46BrN4O12P4RbS
Method: DFT, ωB97M-V with the def2-TZVPD basis set

XYZ file:
```
118
Properties=species:S:1:pos:R:3:mulliken_charge:R:1
Rb -0.71955 0.20195 0.66961 1.881
C -7.58525 -1.08380 4.81821 -1.461
C -6.66257 -0.85341 3.64685 1.133
C -5.28137 -0.96743 3.80451 -0.986
C -4.42016 -0.78392 2.73370 -0.159
C -4.94659 -0.47267 1.48461 -0.467
C -6.31432 -0.35082 1.30750 -0.352
C -7.16706 -0.54368 2.38794 -0.752
S -3.83066 -0.22017 0.11107 1.364
O -4.66988 -0.11327 -1.06360 -0.834
O -3.08526 0.97838 0.46317 -0.776
N -2.83098 -1.42913 0.08621 0.516
C -3.24247 -2.71923 -0.11202 -0.307
C -4.55985 -3.18700 -0.16765 -0.582
C -4.86648 -4.55143 -0.27952 -0.973
C -3.89229 -5.50673 -0.37561 -0.827
C -2.54196 -5.09197 -0.41192 1.224
C -1.47995 -6.00625 -0.58756 -0.877
C -0.19817 -5.55342 -0.69675 -1.431
C 0.02787 -4.16397 -0.61303 -0.034
N -0.91669 -3.28660 -0.39667 0.280
C -2.20230 -3.71572 -0.29436 -0.132
H -7.14350 -0.70891 5.74306 0.360
H -7.77569 -2.15328 4.95621 0.262
H -8.54868 -0.59138 4.66952 0.363
H -4.86875 -1.19482 4.78336 0.403
H -3.34436 -0.84687 2.86466 0.240
H -6.69727 -0.10726 0.32187 0.501
H -8.24049 -0.45032 2.24877 0.295
H -5.36509 -2.47062 -0.12617 0.410
H -5.90790 -4.85376 -0.28733 0.359
H -4.13766 -6.56144 -0.44708 0.326
H -1.70513 -7.06556 -0.65447 0.348
H 0.63127 -6.23253 -0.85355 0.484
H 1.03576 -3.77558 -0.73419 0.677
N -1.68989 3.13945 2.81236 -0.061
C -0.24703 2.78870 3.22773 0.850
C 0.26714 3.82848 4.22268 -1.874
P -0.54234 1.13088 4.08310 0.735
O 0.81237 0.28714 3.95111 -0.520
O -0.80333 1.45597 5.50847 -0.980
O -1.61972 0.53206 3.21741 -0.574
P 0.67812 2.92355 1.58040 1.085
O 1.88910 3.94633 1.96629 -0.863
O 1.30584 1.68331 1.05458 0.673
O -0.33821 3.65677 0.74267 -1.104
H -2.19990 2.23272 2.73803 0.041
H -1.59445 3.56025 1.85114 0.488
H -2.14659 3.74940 3.47918 0.355
H -0.40218 3.87023 5.08383 0.530
H 0.36993 4.81370 3.76451 0.457
H 1.24673 3.52487 4.58831 0.294
H 0.86069 -0.12395 3.04922 0.396
H 2.58994 3.78971 1.30842 0.350
O 0.01870 -0.19845 -1.58927 -1.479
P 1.34049 0.25322 -2.09674 1.738
C 2.49672 -0.85232 -1.01697 -0.927
P 2.59438 -0.87663 0.79314 2.351
O 1.30026 -0.98290 1.53671 -1.916
C 3.84445 0.31692 1.36729 1.736
C 4.99513 0.54425 0.61532 -1.063
C 5.99187 1.39378 1.07921 -0.943
C 5.84728 2.02297 2.30755 -0.771
C 4.71140 1.78547 3.07255 -0.660
C 3.71899 0.93125 2.61144 -1.083
C 3.47929 -2.45684 1.17080 0.755
C 2.65047 -3.51519 1.55878 -0.720
C 3.18407 -4.74175 1.93190 -0.907
C 4.56108 -4.92241 1.95232 -0.515
C 5.39560 -3.87207 1.59212 -0.807
C 4.85917 -2.65171 1.20051 -0.462
C 2.08329 1.89474 -1.84375 1.403
C 1.32319 3.05282 -1.73978 -0.867
C 1.93498 4.28435 -1.58475 -0.919
C 3.32128 4.37686 -1.52514 -1.051
C 4.09096 3.22629 -1.62923 -1.069
C 3.46889 1.99621 -1.79907 -0.716
C 1.98485 -0.46205 -3.65352 1.129
C 1.53382 -1.73585 -3.98457 -0.807
C 1.87931 -2.31129 -5.20177 -0.701
C 2.68193 -1.61675 -6.09420 -0.582
C 3.14358 -0.34632 -5.76038 -0.704
C 2.79769 0.23001 -4.54881 -0.675
H 3.50646 -0.95629 -1.41579 0.955
H 1.98968 -1.80822 -1.19586 -0.267
H 5.12617 0.05868 -0.34480 0.486
H 6.87723 1.56580 0.47797 0.427
H 6.62514 2.68457 2.67284 0.387
H 4.58693 2.27660 4.03061 0.395
H 2.83459 0.75971 3.21120 0.564
H 1.57912 -3.35117 1.58899 0.515
H 2.52216 -5.55048 2.22165 0.427
H 4.98484 -5.87050 2.26292 0.368
H 6.47174 -3.99754 1.63157 0.431
H 5.53267 -1.84659 0.93583 0.274
H 0.24738 2.98784 -1.75663 0.623
H 1.32309 5.17248 -1.50102 0.427
H 3.79914 5.34254 -1.40870 0.356
H 5.17209 3.28435 -1.58497 0.372
H 4.07707 1.10623 -1.90483 1.083
H 0.87937 -2.26388 -3.29611 0.284
H 1.50954 -3.29767 -5.45606 0.423
H 2.92814 -2.05003 -7.05583 0.350
H 3.75121 0.21253 -6.46286 0.405
H 3.11104 1.24143 -4.32445 0.287
Br -4.57389 4.08667 -2.17561 -0.199
C -3.35124 3.85080 -3.60137 -0.320
C -3.60714 4.51387 -4.78908 -0.192
N -2.76478 4.48962 -5.82124 -0.685
C -1.62114 3.82163 -5.65415 -0.280
C -1.29535 3.10280 -4.50940 0.344
C -2.20378 3.08659 -3.46028 -0.352
C 0.06912 2.42697 -4.45592 0.227
O 0.96100 2.98814 -5.10954 -0.785
O 0.18795 1.37770 -3.75003 -0.547
H -4.52442 5.08126 -4.90992 0.346
H -0.90851 3.85325 -6.46968 0.437
H -2.01849 2.49677 -2.56994 0.917
```

HOMO = -2.818 eV
charge = -2
M = 1204.26 g mol⁻¹
orbital gap = 6.3394 eV